Entry 1
{"formula": "C5H7BrS", "method": "the ωB97M-V functional and the def2-TZVPD basis", "symbols": ["C", "C", "C", "C", "C", "S", "Br", "H", "H", "H", "H", "H", "H", "H"], "xyz": [[-0.806, -1.411, -0.874], [-0.498, -0.264, -0.135], [0.204, -2.171, -1.354], [0.795, 1.638, 0.810], [0.816, 0.357, 0.034], [1.270, -2.915, -2.153], [-3.720, 0.363, 1.415], [-1.723, -1.897, -0.726], [-1.342, 0.168, 0.442], [0.298, 2.516, 0.373], [1.725, 2.198, 0.938], [0.323, 1.474, 1.752], [1.418, -0.371, 0.517], [1.239, 0.314, -1.039]], "molar_mass_g_mol": 179.08, "e_homo_ev": [-6.98, -6.98], "lumo_energy_ev": [-3.068, -3.068]}


Entry 2
{"formula": "C5H7BrS", "method": "the ωB97M-V functional and the def2-TZVPD basis", "symbols": ["C", "C", "C", "C", "C", "S", "Br", "H", "H", "H", "H", "H", "H", "H"], "xyz": [[0.486, 0.237, 1.268], [-0.159, 0.696, -0.937], [1.088, 0.585, -0.101], [0.075, -1.122, 0.618], [-0.940, -0.520, -0.561], [1.668, -1.100, -0.285], [-2.682, -0.038, 0.017], [1.113, 0.118, 2.151], [-0.530, 0.743, 1.413], [-0.577, 1.606, -0.749], [-0.025, 0.638, -2.038], [1.855, 1.411, -0.464], [-0.182, -2.096, 1.055], [-1.191, -1.158, -1.387]], "molar_mass_g_mol": 179.08, "e_homo_ev": -8.66, "lumo_energy_ev": 0.794}


Result of the stability comparison: entry 2 is the most stable of them.


Entry 1
{"formula": "CH12O5", "method": "the ωB97M-V functional and the def2-TZVPD basis", "symbols": ["C", "O", "H", "H", "H", "H", "O", "H", "H", "O", "H", "H", "O", "H", "H", "O", "H", "H"], "xyz": [[2.095, -0.704, -0.258], [2.383, 0.133, 0.818], [1.918, -0.167, -1.179], [1.228, -1.260, -0.017], [2.938, -1.400, -0.417], [2.631, 0.993, 0.461], [-2.697, -0.716, 1.164], [-2.392, 0.223, 1.472], [-2.942, -1.129, 1.984], [-0.262, 1.509, -1.276], [-0.637, 0.641, -1.464], [-1.044, 2.056, -1.169], [-0.034, 1.201, 1.429], [0.882, 1.169, 1.788], [0.107, 1.252, 0.430], [-1.010, -1.059, -1.272], [-1.613, -1.181, -0.488], [-1.550, -1.559, -2.006]], "molar_mass_g_mol": 104.10, "smiles": "CO.O.O.O.O", "e_homo_ev": -10.02, "lumo_energy_ev": 0.483}


Entry 2
{"formula": "CH12O5", "method": "the ωB97M-V functional and the def2-TZVPD basis", "symbols": ["C", "O", "H", "H", "H", "H", "O", "H", "H", "O", "H", "H", "O", "H", "H", "O", "H", "H"], "xyz": [[1.911, -1.432, -1.025], [0.630, -0.742, -0.827], [1.661, -2.483, -0.861], [2.325, -1.141, -1.982], [2.451, -1.181, -0.112], [0.001, -1.142, -1.458], [-0.259, -1.066, 1.887], [0.131, -0.593, 1.108], [-0.682, -0.356, 2.377], [-3.109, -1.293, -0.456], [-2.800, -1.694, 0.379], [-3.012, -0.347, -0.417], [2.367, 2.456, -0.130], [2.660, 1.651, 0.254], [2.233, 2.241, -1.039], [-1.471, 1.902, 0.516], [-0.630, 2.300, 0.314], [-1.759, 1.440, -0.293]], "molar_mass_g_mol": 104.10, "smiles": "CO.O.O.O.O", "e_homo_ev": -11.01, "lumo_energy_ev": 0.299}


Entry 3
{"formula": "CH12O5", "method": "the ωB97M-V functional and the def2-TZVPD basis", "symbols": ["C", "O", "H", "H", "H", "H", "O", "H", "H", "O", "H", "H", "O", "H", "H", "O", "H", "H"], "xyz": [[0.292, 1.075, 1.291], [-0.401, 0.644, 0.107], [-0.393, 1.094, 2.128], [0.637, 2.098, 1.132], [1.162, 0.461, 1.476], [-0.211, -0.294, 0.027], [-3.479, -3.037, 1.521], [-4.174, -2.542, 1.963], [-2.653, -2.582, 1.737], [2.271, 1.099, -3.716], [3.216, 0.967, -3.855], [2.230, 1.669, -2.936], [1.347, 2.651, -1.388], [0.781, 3.029, -2.080], [0.719, 2.118, -0.878], [-0.710, -2.580, 0.925], [-0.787, -3.494, 1.233], [0.152, -2.376, 1.312]], "molar_mass_g_mol": 104.10, "smiles": "CO.O.O.O.O", "e_homo_ev": -10.96, "lumo_energy_ev": 0.238}


Result of the stability comparison: entry 1 is the most stable of them.